Entry 1:
Below is a 2-piece molecular cluster, C4H8N2O overall in a non-equilibrium geometry, with properties calculated with the ωB97M-V functional and the def2-TZVPD basis.

Calculated values
- E_tot (eV) = -9305.2714
- gap between HOMO and LUMO (eV) = 9.5
- SMILES = Cc1cnc[nH]1.O
- E_LUMO (eV) = 0.74
- E_HOMO (eV) = -8.750
- energy relative to the best compared isomer or geometry (same formula, charge and spin) (kcal per mole) = 25.87

Structure (XYZ):
```
15
Properties=species:S:1:pos:R:3:forces:R:3
C -1.372 -0.737 -1.836 0.483 -1.178 0.011
C -0.894 -0.482 -0.449 -0.218 0.858 -0.910
C 0.341 -0.138 0.008 0.074 -0.166 0.538
N 0.284 0.227 1.337 0.369 0.063 0.042
C -0.965 0.137 1.663 -0.744 0.327 -0.502
N -1.740 -0.290 0.607 0.223 0.404 1.241
H -2.407 -0.467 -1.986 -0.197 0.335 -0.080
H -1.293 -1.801 -2.081 -0.166 -0.063 0.097
H -0.715 -0.267 -2.557 -0.096 0.421 -0.092
H 1.274 -0.078 -0.520 0.002 -0.281 -0.254
H -1.456 0.532 2.537 0.247 -0.297 0.336
H -2.729 -0.101 0.631 -0.004 -0.466 -0.502
H 3.327 0.538 0.013 0.046 0.199 -0.063
H 2.844 1.700 -0.863 0.134 -0.098 0.120
O 3.584 1.094 -0.733 -0.153 -0.058 0.018
```
Forces are in eV/Å.



Entry 2:
Below is a 4-piece molecular cluster, C23H53FNO15P3 overall in a non-equilibrium geometry, with properties calculated with the ωB97M-V functional and the def2-TZVPD basis.

Calculated values
- E_tot (eV) = -87478.4453
- gap between HOMO and LUMO (eV) = 6.3
- SMILES = CCCCCCCCCCCOC(=O)NCC(=O)F.COP(=O)(OC)OC.COP(=O)(OC)OC.COP(=O)(OC)OC
- E_LUMO (eV) = -3.20
- E_HOMO (eV) = -9.517

Structure (XYZ):
```
96
Properties=species:S:1:pos:R:3:forces:R:3
C -5.469 5.532 -0.699 0.291 -0.726 0.514
C -5.756 4.076 -1.396 -0.185 -0.338 0.422
C -7.022 4.138 -2.450 1.051 0.585 -0.412
C -7.154 2.832 -3.432 -1.317 -0.201 0.200
C -7.321 1.393 -2.626 0.236 -0.155 -0.737
C -5.887 0.730 -2.154 -0.472 -0.978 0.510
C -6.134 -0.821 -1.612 -0.168 0.114 -0.700
C -4.705 -1.660 -1.410 -1.428 0.098 0.672
C -4.725 -2.864 -2.521 0.193 0.270 0.270
C -3.389 -3.812 -2.549 -0.645 -0.821 0.539
C -2.346 -3.590 -1.304 1.301 -0.897 -1.709
O -2.938 -4.124 -0.049 3.898 0.257 1.363
C -1.816 -4.524 0.828 -1.017 -5.912 2.239
O -1.844 -5.786 1.310 0.360 8.152 -3.217
N -0.677 -3.622 1.270 -1.843 -0.774 -2.347
C 0.621 -3.974 0.569 0.805 0.056 0.593
C 1.065 -2.906 -0.593 2.549 -1.869 -6.494
O 1.525 -3.291 -1.790 -3.334 3.141 8.652
F 0.997 -1.456 -0.297 -0.362 -4.659 -0.370
H -6.166 5.629 0.252 1.328 0.049 -2.081
H -4.353 5.517 -0.289 -2.387 0.289 -0.962
H -5.644 6.426 -1.443 0.429 -1.803 1.547
H -6.025 3.325 -0.519 0.526 1.492 -1.831
H -4.763 3.633 -1.884 -2.240 1.121 0.760
H -8.004 4.382 -1.831 1.964 -0.758 -1.419
H -6.817 5.071 -3.166 -0.542 -1.894 1.562
H -6.299 2.771 -4.255 -1.586 0.161 2.021
H -8.166 2.966 -4.046 2.134 -0.195 1.244
H -7.804 0.638 -3.402 1.023 1.443 1.592
H -8.114 1.479 -1.740 1.922 -0.038 -1.768
H -5.149 0.644 -3.084 -1.552 0.394 1.976
H -5.372 1.315 -1.265 -1.020 -1.019 -2.050
H -6.780 -1.382 -2.445 1.405 1.161 1.756
H -6.804 -0.852 -0.632 1.566 0.250 -1.985
H -3.780 -0.944 -1.466 -1.752 -1.322 -0.223
H -4.746 -2.053 -0.287 0.340 0.461 -2.550
H -4.869 -2.363 -3.591 0.186 -1.133 2.322
H -5.653 -3.555 -2.274 1.864 1.597 -0.639
H -3.778 -4.937 -2.458 1.078 2.391 -0.147
H -2.857 -3.743 -3.589 -0.688 0.059 2.192
H -1.916 -2.507 -1.199 -1.190 -1.827 -0.076
H -1.408 -4.293 -1.528 -1.910 1.539 0.218
H -0.918 -2.608 1.190 0.243 -1.219 -0.105
H 1.482 -4.005 1.383 -1.639 0.252 -1.810
H 0.533 -5.063 0.125 0.297 2.507 0.587
C 4.285 -6.821 7.195 0.201 0.904 0.082
O 3.122 -7.453 6.682 -3.237 -1.726 -0.303
P 2.619 -7.089 5.067 9.368 3.495 -1.319
O 3.998 -7.479 4.524 -1.544 -0.775 0.106
O 2.602 -5.479 5.415 -0.933 -0.497 -0.096
C 1.607 -5.006 6.301 -0.216 0.352 0.402
O 2.116 -6.725 3.453 -1.957 -1.610 1.645
C 0.734 -6.923 3.239 -0.659 0.069 -0.532
H 4.979 -7.591 7.542 -0.252 -0.084 -0.161
H 4.792 -6.189 6.459 -0.162 -0.256 0.069
H 3.996 -6.199 8.048 0.040 -0.037 -0.014
H 2.090 -4.426 7.091 -0.107 -0.058 -0.030
H 1.043 -5.826 6.756 0.029 0.163 0.128
H 0.921 -4.360 5.752 -0.076 0.031 0.039
H 0.151 -6.307 3.928 -0.275 0.041 -0.118
H 0.487 -7.978 3.386 -0.255 0.060 -0.174
H 0.491 -6.640 2.211 -0.013 -0.046 0.248
C 1.909 1.060 -0.126 -0.678 -0.512 -0.560
O 2.628 2.077 -0.809 2.244 1.587 -2.272
P 1.770 3.472 -1.366 -7.742 -2.860 6.097
O 1.235 3.737 0.045 1.266 0.629 -0.963
O 0.708 2.516 -2.185 0.799 0.624 -0.478
C 1.186 1.816 -3.315 0.054 -0.478 -0.430
O 0.913 4.868 -1.923 3.014 -0.275 -0.998
C 1.533 5.504 -3.021 0.000 0.632 -0.622
H 2.384 0.886 0.844 0.120 0.246 -0.085
H 0.855 1.309 0.032 0.278 0.079 -0.004
H 1.965 0.139 -0.714 0.200 0.607 0.118
H 0.924 0.760 -3.209 0.080 0.073 -0.059
H 2.271 1.904 -3.420 -0.073 -0.193 -0.057
H 0.707 2.214 -4.209 0.019 -0.026 -0.071
H 1.635 4.808 -3.856 0.048 0.118 -0.225
H 2.519 5.873 -2.723 -0.025 0.170 -0.248
H 0.916 6.351 -3.334 0.064 -0.173 0.077
C 9.593 4.612 -0.607 0.006 0.915 -0.050
O 8.708 3.751 0.095 -1.479 -2.250 2.504
P 7.011 3.862 -0.223 2.572 4.856 -8.469
O 7.253 3.647 -1.721 -0.478 -0.998 1.271
O 7.035 5.475 0.110 -0.421 -0.687 0.721
C 7.256 5.869 1.449 0.174 0.360 0.425
O 5.314 3.973 -0.540 0.834 -1.733 2.290
C 4.514 3.533 0.537 -0.722 0.149 0.666
H 10.349 4.004 -1.111 -0.241 -0.139 0.131
H 9.087 5.239 -1.348 0.026 -0.269 0.152
H 10.092 5.263 0.117 0.011 -0.030 -0.043
H 8.071 6.598 1.469 -0.065 -0.076 0.070
H 7.523 5.020 2.085 0.097 0.175 0.050
H 6.351 6.336 1.837 -0.002 0.019 0.077
H 4.734 4.114 1.436 -0.069 0.052 0.209
H 4.702 2.473 0.726 -0.309 0.025 0.099
H 3.461 3.666 0.273 0.735 0.054 0.588
```
Forces are in eV/Å.



Entry 3:
Below is C20H48CuF8N2O26S10 as an isolated structure in a non-equilibrium geometry, with properties calculated with the ωB97M-V functional and the def2-TZVPD basis.

Calculated values
- E_tot (eV) = -252452.3511
- gap between HOMO and LUMO (alpha / beta) (eV) = 4.9 / 7.5
- multiplicity = 3
- E_LUMO (alpha / beta) (eV) = 1.70 / -0.33
- expectation value of S² = 2.00
- E_HOMO (alpha / beta) (eV) = -3.161 / -7.852
- net charge = -1

Structure (XYZ):
```
115
Properties=species:S:1:pos:R:3:forces:R:3
Cu 3.412 -0.126 -0.297 0.510 -0.517 -0.458
N 4.786 1.405 -0.621 4.205 -1.818 0.828
S 4.871 2.859 -1.117 -3.061 3.860 -3.824
O 5.749 3.125 -2.248 -0.400 -0.497 1.831
O 4.659 3.785 -0.078 0.613 1.139 0.526
F 3.431 2.868 -1.856 0.205 -0.364 0.024
S 6.522 1.345 -0.312 3.311 -5.036 -0.131
O 7.132 2.399 0.455 -0.867 0.049 -1.435
O 7.334 0.559 -1.317 -2.960 2.971 2.351
F 6.440 0.249 0.852 -0.750 -0.268 -0.188
C 0.925 3.457 -0.107 1.124 -1.025 2.055
F 2.035 4.189 -0.119 -0.811 0.226 0.671
F -0.082 4.056 0.505 0.029 0.669 -0.193
F 0.646 3.139 -1.306 -1.017 -0.305 -2.326
S 1.238 1.849 0.912 -1.759 0.226 2.191
O 2.464 1.991 1.574 2.810 0.451 -0.049
O 0.158 1.713 1.926 0.843 -0.054 -2.548
N 1.419 0.604 -0.232 -1.697 2.741 1.157
S -0.100 0.080 -0.299 -3.290 -2.758 -1.861
O -0.154 -1.083 0.588 -0.792 1.058 -0.675
O -1.232 1.047 -0.377 2.659 -1.567 0.352
C -0.300 -0.782 -2.101 -0.886 0.573 2.248
F 0.622 -1.676 -2.240 0.787 -0.868 -0.403
F -1.539 -1.474 -2.126 1.878 1.751 -0.296
F -0.185 0.132 -3.069 -0.745 -0.546 0.177
O -3.551 0.014 -7.891 0.265 -1.407 1.109
S -3.158 -0.928 -6.851 2.033 0.963 0.882
O -4.093 -1.432 -5.870 0.808 0.438 -1.144
O -2.437 -2.252 -7.496 -1.696 1.433 2.605
C -1.545 -2.013 -8.525 -0.635 -1.224 -3.279
C -2.417 -2.204 -9.831 1.134 0.056 1.422
C -1.593 -0.156 -5.973 -2.609 -1.051 0.158
H -0.862 -2.860 -8.449 0.425 0.338 -0.123
H -1.016 -1.062 -8.580 -0.151 0.057 0.596
H -3.241 -1.490 -9.801 0.384 0.274 -0.420
H -2.887 -3.182 -9.720 0.263 -0.156 -0.408
H -1.723 -2.131 -10.667 -0.571 -0.017 -0.395
H -2.028 0.690 -5.442 0.292 0.637 -0.781
H -0.806 -0.016 -6.715 -0.253 0.280 0.391
H -1.354 -0.778 -5.111 0.297 -0.625 -0.592
O 3.838 -0.407 1.887 0.649 -0.126 0.403
S 4.337 -0.551 3.229 -0.130 -0.999 2.714
O 4.963 0.527 3.998 -1.350 -2.103 -1.773
O 3.017 -1.061 4.136 2.424 2.435 0.973
C 1.922 -1.777 3.633 -0.489 0.104 -2.060
C 0.485 -1.235 3.920 2.734 -0.033 1.355
C 5.441 -2.108 3.513 -0.109 1.251 -0.438
H 2.129 -2.773 4.025 -0.707 -0.397 -0.453
H 2.031 -1.634 2.558 -0.152 -1.166 -0.373
H -0.182 -2.068 3.698 -0.320 0.543 -0.171
H 0.380 -0.271 3.422 -0.539 -0.406 -0.366
H 0.548 -1.026 4.988 -0.800 -0.067 0.268
H 5.008 -3.064 3.219 -0.703 0.365 0.215
H 5.708 -2.023 4.567 -0.418 -0.147 -0.019
H 6.383 -2.074 2.965 -0.158 0.722 -0.291
O -1.967 8.449 6.282 2.751 1.344 -0.650
S -0.685 9.119 5.948 -1.884 0.244 -0.958
O 0.135 9.700 7.001 -0.753 -1.313 -1.719
O 0.183 8.118 4.986 1.052 1.258 3.834
C -0.437 7.445 3.982 -1.610 -0.886 -2.985
C 0.481 6.485 3.215 -1.202 0.052 -0.992
C -1.028 10.474 4.645 -0.272 -0.420 1.567
H -0.913 8.185 3.339 0.819 0.527 -0.968
H -1.402 6.964 4.141 0.263 -0.779 1.592
H -0.091 6.295 2.307 -0.142 0.167 -0.403
H 0.522 5.454 3.567 0.571 0.334 0.827
H 1.422 6.874 2.825 0.093 0.032 0.654
H -2.112 10.514 4.544 0.102 -0.144 -0.094
H -0.538 10.347 3.680 0.107 -0.358 0.351
H -0.702 11.393 5.132 0.114 -0.098 -0.083
O 2.504 -2.331 0.114 0.250 -2.368 -0.509
S 2.262 -3.765 -0.061 -1.793 -2.336 0.717
O 1.967 -4.441 -1.352 0.996 2.313 2.606
O 3.469 -4.635 0.691 -1.260 1.649 -0.483
C 3.762 -5.994 0.347 1.174 -0.259 -1.838
C 2.837 -6.885 -0.464 -1.371 -0.927 0.850
C 0.820 -4.223 1.139 1.104 0.366 -1.828
H 4.230 -6.417 1.236 -0.549 -0.080 0.063
H 4.525 -5.957 -0.431 0.913 0.484 0.587
H 3.069 -7.924 -0.228 0.786 -0.089 -0.194
H 2.944 -6.706 -1.534 -0.231 -0.035 0.280
H 1.783 -6.934 -0.189 -0.200 0.737 -0.094
H 0.088 -3.503 0.773 -0.248 -0.149 0.425
H 1.049 -4.165 2.203 0.376 0.437 -0.323
H 0.552 -5.246 0.875 -0.028 0.175 -0.143
O -3.564 3.263 1.179 -0.927 -0.158 2.877
S -4.093 3.237 2.564 3.173 -0.734 -2.502
O -5.311 3.974 2.787 0.752 -1.296 0.870
O -4.207 1.560 3.001 -0.345 2.671 -0.443
C -3.185 0.674 2.521 0.278 -2.613 -0.448
C -3.767 -0.803 2.623 0.061 1.202 0.605
C -2.651 3.779 3.755 -0.954 -0.912 -0.320
H -2.251 0.757 3.076 -0.154 0.238 0.285
H -2.906 0.701 1.468 -0.311 1.197 -0.061
H -4.096 -1.020 3.640 -0.368 0.148 -0.015
H -3.063 -1.607 2.407 0.475 0.457 -0.315
H -4.588 -0.878 1.910 -0.151 -0.062 0.208
H -1.723 3.258 3.521 -0.371 -0.515 -0.537
H -2.971 3.456 4.745 -0.108 0.263 -0.034
H -2.362 4.830 3.731 -0.901 0.111 -0.284
O -3.274 -6.120 0.030 -0.020 -0.798 0.907
S -2.838 -5.062 -0.786 0.386 2.346 -5.348
O -1.457 -4.702 -1.069 -1.271 -0.661 1.330
O -3.463 -5.404 -2.337 -0.446 -0.470 2.542
C -2.954 -4.677 -3.423 0.298 -0.344 -2.429
C -3.969 -4.558 -4.579 -1.492 0.679 1.623
C -3.814 -3.557 -0.516 0.368 -0.551 0.834
H -2.162 -5.285 -3.862 0.822 0.566 0.506
H -2.709 -3.642 -3.183 0.649 -0.233 0.289
H -4.708 -3.872 -4.164 -0.439 0.214 -0.229
H -4.564 -5.449 -4.776 0.564 -0.297 -0.227
H -3.630 -4.038 -5.476 0.485 -0.423 0.117
H -4.300 -3.178 -1.415 0.331 -0.338 -0.068
H -3.132 -2.811 -0.108 -0.148 0.004 0.106
H -4.565 -3.886 0.202 -0.026 0.366 0.045
```
Forces are in eV/Å.



Question: Which value of E_tot does entry 1 give?
Answer: -9305.2714 eV